# C48H26CoF15GeNP2S

C48H26CoF15GeNP2S as an isolated structure (ωB97M-V/def2-TZVPD, the Open Molecules 2025 dataset).

The geometry in XYZ format:
```
95
Properties=species:S:1:pos:R:3:lowdin_spin:R:1
Co 0.377 0.938 -0.077 2.733
C -1.941 -0.869 1.334 0.007
P -1.819 0.108 -0.210 0.104
C -2.170 -0.896 -1.655 0.014
C -2.392 -0.231 -2.867 0.011
C -2.519 -0.959 -4.042 -0.002
C -2.400 -2.345 -4.014 0.012
C -2.137 -3.000 -2.820 -0.001
C -2.013 -2.277 -1.640 0.011
C -3.140 1.335 -0.045 0.012
C -4.377 1.203 -0.670 0.006
C -5.381 2.134 -0.421 0.001
C -5.157 3.182 0.458 0.003
C -3.924 3.314 1.087 0.001
C -2.912 2.401 0.826 0.004
C -0.546 -1.020 1.895 0.015
C 0.036 -1.977 2.633 0.038
C 1.456 -1.675 2.702 0.037
C 1.663 -0.547 2.015 0.017
C 2.898 0.107 1.447 0.006
P 2.539 0.021 -0.364 0.106
C 3.728 1.080 -1.237 0.015
C 4.916 1.516 -0.657 0.005
C 5.761 2.370 -1.357 0.001
C 5.421 2.799 -2.632 0.001
C 4.237 2.368 -3.222 0.001
C 3.392 1.512 -2.526 0.004
C 2.979 -1.685 -0.772 0.021
C 4.310 -2.094 -0.683 0.005
C 4.640 -3.416 -0.944 0.001
C 3.646 -4.328 -1.298 0.000
C 2.328 -3.918 -1.399 0.000
C 1.992 -2.595 -1.135 0.001
N 0.433 -0.095 1.536 0.186
H -2.430 -1.827 1.179 0.002
H -2.585 -0.279 1.984 0.000
H -2.461 0.854 -2.886 0.000
H -2.702 -0.446 -4.978 0.000
H -2.507 -2.915 -4.931 0.001
H -2.027 -4.078 -2.806 0.000
H -1.796 -2.795 -0.709 0.001
H -4.560 0.378 -1.348 0.000
H -6.340 2.031 -0.912 0.000
H -5.945 3.905 0.653 0.000
H -3.756 4.124 1.785 0.000
H -1.939 2.516 1.298 0.001
H -0.474 -2.828 3.076 0.003
H 2.226 -2.257 3.201 0.003
H 3.809 -0.427 1.696 0.002
H 2.995 1.163 1.724 0.000
H 5.176 1.214 0.354 0.000
H 6.684 2.711 -0.897 0.000
H 6.078 3.480 -3.165 0.000
H 3.967 2.707 -4.217 0.000
H 2.460 1.189 -2.977 0.001
H 5.088 -1.382 -0.424 0.000
H 5.674 -3.735 -0.876 0.000
H 3.909 -5.361 -1.499 0.000
H 1.559 -4.626 -1.690 0.000
H 0.959 -2.268 -1.216 0.001
F 1.829 6.578 -2.740 0.000
C 0.512 6.445 -2.899 0.001
C -0.265 5.831 -1.930 0.006
C -1.612 5.658 -2.208 0.003
F -2.392 5.001 -1.340 0.004
C -2.179 6.103 -3.373 0.000
F -3.466 5.917 -3.625 0.000
C -1.379 6.736 -4.303 0.001
F -1.906 7.155 -5.434 0.000
C -0.034 6.912 -4.072 0.000
F 0.719 7.510 -4.983 0.000
Ge 0.446 4.956 -0.354 0.066
S 0.318 2.842 -1.042 0.494
C 2.244 5.483 0.097 0.013
C 3.252 4.598 0.430 0.002
F 3.012 3.280 0.488 0.006
C 4.519 5.035 0.738 0.000
F 5.482 4.172 1.043 0.000
C 4.784 6.387 0.733 0.000
F 5.999 6.813 1.004 0.000
C 3.785 7.300 0.459 0.000
F 4.046 8.597 0.503 0.000
C 2.533 6.838 0.142 0.002
F 1.571 7.734 -0.122 0.000
C -0.543 5.403 1.254 0.007
C -1.463 6.434 1.371 0.001
F -1.813 7.177 0.320 0.000
C -2.032 6.751 2.584 0.000
F -2.912 7.737 2.682 0.000
C -1.676 6.039 3.711 0.000
F -2.212 6.346 4.873 0.000
C -0.761 5.007 3.632 0.000
F -0.433 4.327 4.716 0.000
C -0.210 4.712 2.410 0.001
F 0.693 3.719 2.349 0.000
```

Properties
Electronic energy, Eh: -7937.79284
Multiplicity: 5
Net charge: +1
Lowest unoccupied orbital energy (spin up / spin down), eV: -2.277 / -5.405

# C48H28Cl4CrN6S

C48H28Cl4CrN6S as an isolated structure (ωB97M-V/def2-TZVPD, the Open Molecules 2025 dataset).

The geometry in XYZ format:
```
88
Properties=species:S:1:pos:R:3:lowdin_spin:R:1
Cr -0.316 0.186 -0.033 3.661
Cl 5.990 -6.147 -3.103 0.000
C 4.834 -4.988 -2.511 0.000
C 4.693 -4.802 -1.148 0.000
C 3.771 -3.873 -0.684 0.000
C 2.989 -3.130 -1.561 0.000
C 3.152 -3.342 -2.928 0.000
C 4.069 -4.264 -3.410 0.000
C 1.989 -2.120 -1.085 0.007
C 2.397 -0.784 -1.042 0.014
C 3.688 -0.298 -1.472 0.011
C 3.635 1.052 -1.427 0.007
C 2.318 1.411 -0.941 0.020
C 1.894 2.726 -0.697 0.000
C 2.785 3.828 -1.172 -0.001
C 2.986 4.031 -2.535 0.000
C 3.788 5.064 -2.995 0.000
C 4.401 5.904 -2.080 0.000
Cl 5.405 7.208 -2.649 0.000
C 4.229 5.719 -0.720 0.000
C 3.423 4.680 -0.276 0.000
C 0.685 3.075 -0.081 0.019
N -0.306 2.204 0.246 0.002
C -1.257 2.897 0.929 0.019
C -2.496 2.385 1.322 -0.001
C -3.361 3.207 2.219 -0.001
C -3.560 2.796 3.534 0.000
C -4.335 3.546 4.406 0.000
C -4.919 4.717 3.953 0.000
Cl -5.882 5.672 5.045 0.000
C -4.752 5.140 2.646 0.000
C -3.973 4.380 1.785 0.000
C -3.010 1.138 0.935 0.021
C -4.401 0.747 1.042 0.009
C -4.518 -0.456 0.435 0.013
C -3.191 -0.840 0.002 0.016
N -2.318 0.162 0.297 0.002
C -2.830 -2.102 -0.476 0.003
C -1.514 -2.539 -0.687 0.016
C -1.139 -3.892 -1.018 0.007
C 0.211 -3.916 -1.121 0.009
C 0.675 -2.568 -0.881 0.014
N -0.393 -1.770 -0.597 0.006
C -3.931 -3.072 -0.763 0.000
C -4.541 -3.785 0.264 0.000
C -5.542 -4.708 -0.001 0.000
C -5.933 -4.918 -1.312 0.000
Cl -7.178 -6.086 -1.657 0.000
C -5.350 -4.216 -2.353 0.000
C -4.349 -3.298 -2.071 0.000
C -0.839 4.277 1.060 0.011
C 0.331 4.398 0.396 0.011
N 1.609 0.276 -0.698 0.008
H 5.300 -5.376 -0.462 0.000
H 3.663 -3.718 0.382 0.000
H 2.549 -2.773 -3.625 0.000
H 4.191 -4.424 -4.472 0.000
H 4.516 -0.917 -1.778 0.001
H 4.415 1.752 -1.678 0.000
H 2.499 3.373 -3.244 0.000
H 3.938 5.221 -4.054 0.000
H 4.725 6.375 -0.018 0.000
H 3.303 4.519 0.789 0.000
H -3.092 1.882 3.879 0.000
H -4.485 3.229 5.429 0.000
H -5.232 6.047 2.306 0.000
H -3.853 4.694 0.756 0.000
H -5.178 1.340 1.496 0.000
H -5.413 -1.039 0.289 0.001
H -1.826 -4.714 -1.142 0.000
H 0.842 -4.760 -1.349 0.000
H -4.227 -3.614 1.287 0.000
H -6.014 -5.263 0.798 0.000
H -5.676 -4.390 -3.369 0.000
H -3.885 -2.745 -2.878 0.000
H -1.381 5.051 1.577 0.000
H 0.913 5.293 0.258 0.000
S -0.120 -0.187 2.642 0.013
C 1.448 -0.715 2.543 0.037
N 1.702 -2.065 2.550 0.018
C 2.922 -2.614 2.445 0.001
C 4.000 -1.804 2.295 0.012
C 3.718 -0.421 2.251 0.005
N 2.536 0.112 2.373 0.009
H 0.877 -2.648 2.609 0.000
H 2.975 -3.693 2.481 0.000
H 5.000 -2.197 2.205 0.001
H 4.536 0.280 2.102 0.000
```

Properties
Electronic energy, Eh: -5458.06098
Multiplicity: 5
Net charge: 0
Lowest unoccupied orbital energy (spin up / spin down), eV: -1.039 / -1.233
Relative energy (zero: lowest compared OMol25 entry of this formula, charge and spin), eV: 0.0000

# C48H30ClF5N4O4PSSeSn

C48H30ClF5N4O4PSSeSn as an isolated structure (ωB97M-V/def2-TZVPD, the Open Molecules 2025 dataset).

The geometry in XYZ format:
```
96
Properties=species:S:1:pos:R:3:mulliken_charge:R:1
Sn -0.609 0.216 -0.895 1.488
N -1.125 -4.756 -10.305 -0.554
C -1.027 -4.209 -9.299 -0.056
C -0.899 -3.521 -8.035 0.634
C -2.027 -3.291 -7.251 -0.893
C -1.896 -2.637 -6.039 0.044
C -0.647 -2.201 -5.606 -1.099
C 0.474 -2.431 -6.397 -0.095
C 0.354 -3.093 -7.608 -0.890
C -0.516 -1.492 -4.300 1.209
C -0.704 -2.275 -3.149 -0.190
C -0.843 -3.681 -3.130 -0.485
C -0.928 -4.070 -1.809 -1.967
C -0.850 -2.890 -1.054 -0.521
N -0.714 -1.813 -1.833 0.751
C -0.220 -0.145 -4.346 -0.136
C 0.024 0.677 -5.491 -0.667
C 0.315 1.929 -5.019 -1.264
C 0.230 1.839 -3.599 -0.320
N -0.080 0.624 -3.201 0.823
H -2.996 -3.626 -7.593 0.442
H -2.764 -2.456 -5.419 0.544
H 1.442 -2.092 -6.055 0.509
H 1.224 -3.280 -8.222 0.436
H -0.855 -4.320 -3.999 0.572
H -1.030 -5.069 -1.418 0.464
H -0.886 -2.786 0.016 0.964
H -0.022 0.361 -6.522 0.526
H 0.547 2.813 -5.589 0.428
H 0.387 2.633 -2.880 0.468
O 2.425 0.204 1.786 0.192
S 3.128 1.457 1.143 1.428
O 4.530 1.192 0.979 -0.754
O 2.380 1.890 0.001 -0.472
C 2.881 2.579 2.484 0.300
C 4.028 3.142 3.033 -0.678
C 3.902 4.083 4.041 -0.651
C 2.636 4.452 4.479 -0.813
C 1.508 3.877 3.913 -0.261
C 1.602 2.919 2.908 -0.386
P 0.078 2.147 2.150 1.084
C -0.799 3.694 1.693 0.527
C -1.668 4.411 2.512 -0.165
C -2.299 5.553 2.041 -0.807
C -2.072 5.991 0.742 -0.529
C -1.210 5.284 -0.083 -0.465
C -0.580 4.143 0.392 -0.641
C -0.822 1.608 3.647 0.318
C -0.204 1.255 4.843 -0.751
C -0.939 0.698 5.882 -0.747
C -2.298 0.472 5.734 -0.532
C -2.922 0.799 4.535 -0.797
C -2.189 1.354 3.500 -0.600
H 4.996 2.840 2.659 0.568
H 4.787 4.527 4.479 0.398
H 2.524 5.192 5.261 0.423
H 0.528 4.179 4.259 0.379
H -1.874 4.063 3.518 0.351
H -2.980 6.095 2.685 0.399
H -2.589 6.864 0.364 0.382
H -1.060 5.594 -1.108 0.389
H 0.081 3.580 -0.260 0.317
H 0.863 1.397 4.967 0.392
H -0.441 0.427 6.805 0.402
H -2.868 0.024 6.538 0.392
H -3.977 0.601 4.397 0.418
H -2.679 1.582 2.558 0.465
Cl 2.548 -2.608 3.545 -0.186
C 3.683 -2.675 2.232 0.777
C 4.775 -3.519 2.343 -0.631
C 5.694 -3.585 1.307 -0.350
C 5.523 -2.805 0.173 -0.937
C 4.424 -1.965 0.081 -0.124
C 3.483 -1.889 1.101 0.001
C 2.293 -0.989 0.954 -0.832
H 4.894 -4.117 3.235 0.437
H 6.545 -4.248 1.390 0.376
H 6.242 -2.846 -0.634 0.384
H 4.290 -1.341 -0.794 0.446
H 2.160 -0.683 -0.084 0.389
H 1.366 -1.440 1.307 0.075
F -5.272 -3.757 3.447 -0.349
C -4.294 -3.057 2.844 0.773
C -4.451 -2.583 1.556 0.152
F -5.588 -2.834 0.890 -0.338
C -3.444 -1.857 0.949 -0.346
F -3.654 -1.428 -0.310 -0.361
C -2.225 -1.550 1.580 0.246
O -1.267 -0.849 1.048 -0.147
C -2.107 -2.070 2.883 0.198
F -0.977 -1.841 3.565 -0.376
C -3.105 -2.794 3.502 0.101
F -2.930 -3.244 4.755 -0.378
Se -3.201 1.104 -1.360 -0.164
C -2.728 2.678 -2.203 0.184
N -2.439 3.666 -2.728 -0.658
```

Properties
Electronic energy, Eh: -6682.02378
Net charge: -1
Lowest unoccupied orbital energy, eV: 1.340
Relative energy (zero: lowest compared OMol25 entry of this formula, charge and spin), eV: 0.2519

# C48H31IO16

A 8-piece molecular cluster, C48H31IO16 overall (ωB97M-V/def2-TZVPD, the Open Molecules 2025 dataset).

The geometry in XYZ format:
```
96
Properties=species:S:1:pos:R:3:mulliken_charge:R:1
O -2.447 3.995 3.232 -0.417
C -1.824 4.180 4.253 0.043
C -2.384 3.861 5.595 -0.312
C -2.020 4.604 6.634 -0.403
C -1.076 5.736 6.404 0.271
O -1.141 6.777 7.007 -0.499
C -0.087 5.502 5.300 0.040
I 1.781 6.368 5.465 0.219
C -0.455 4.768 4.253 -0.249
H -3.077 3.034 5.677 0.437
H -2.384 4.448 7.641 0.411
H 0.183 4.579 3.400 0.446
C -3.768 4.843 0.306 -0.345
C -3.490 3.543 0.305 -0.380
C -3.470 2.766 -0.958 0.475
O -3.217 1.578 -0.961 -0.568
C -3.770 3.488 -2.221 -0.197
C -4.049 4.788 -2.217 -0.477
C -4.069 5.570 -0.954 0.350
O -4.320 6.756 -0.953 -0.546
H -3.785 5.429 1.216 0.457
H -3.266 3.001 1.213 0.482
H -3.756 2.896 -3.126 0.338
H -4.274 5.339 -3.122 0.423
C 4.383 9.291 8.985 -0.438
C 4.380 8.179 8.256 0.000
C 5.037 8.131 6.926 0.379
O 5.040 7.112 6.263 -0.592
C 5.696 9.366 6.436 -0.506
C 5.698 10.479 7.163 -0.364
C 5.043 10.530 8.497 0.305
O 5.050 11.543 9.159 -0.542
H 3.915 9.350 9.958 0.423
H 3.909 7.265 8.595 0.493
H 6.166 9.302 5.463 0.424
H 6.171 11.394 6.830 0.417
C -4.856 -0.707 -2.874 -0.246
C -4.566 -2.005 -2.872 -0.404
C -4.540 -2.787 -4.130 0.256
O -4.271 -3.972 -4.130 -0.485
C -4.850 -2.076 -5.395 -0.326
C -5.140 -0.779 -5.400 -0.458
C -5.164 0.008 -4.139 0.471
O -5.427 1.191 -4.147 -0.570
H -4.870 -0.110 -1.971 0.345
H -4.335 -2.550 -1.966 0.458
H -4.825 -2.675 -6.297 0.462
H -5.370 -0.234 -6.307 0.422
C -3.010 -7.750 -4.157 -0.204
C -4.095 -7.188 -3.632 -0.264
C -5.117 -8.014 -2.942 0.234
O -6.113 -7.522 -2.457 -0.561
C -4.886 -9.484 -2.872 -0.458
C -3.799 -10.041 -3.400 -0.512
C -2.774 -9.207 -4.073 0.487
O -1.765 -9.688 -4.551 -0.602
H -2.246 -7.183 -4.669 0.200
H -4.272 -6.121 -3.688 0.871
H -5.651 -10.062 -2.369 0.417
H -3.605 -11.106 -3.359 0.425
C -0.218 -3.235 -5.851 -0.375
C -0.731 -4.209 -5.105 -0.104
C 0.121 -5.309 -4.587 0.382
O -0.355 -6.198 -3.915 -0.578
C 1.563 -5.285 -4.931 -0.345
C 2.076 -4.311 -5.676 -0.452
C 1.227 -3.209 -6.196 0.284
O 1.693 -2.321 -6.877 -0.568
H -0.815 -2.422 -6.245 0.458
H -1.782 -4.255 -4.841 0.410
H 2.158 -6.103 -4.545 0.459
H 3.124 -4.270 -5.945 0.419
C -0.578 -9.198 -7.555 -0.111
C -0.594 -10.274 -8.337 -0.340
C 0.128 -10.297 -9.633 0.304
O 0.116 -11.274 -10.350 -0.553
C 0.873 -9.070 -10.025 -0.415
C 0.889 -7.993 -9.245 -0.393
C 0.164 -7.974 -7.949 0.198
O 0.178 -6.987 -7.241 -0.366
H -1.089 -9.160 -6.602 0.446
H -1.126 -11.179 -8.071 0.456
H 1.392 -9.113 -10.974 0.395
H 1.421 -7.088 -9.509 0.429
C 8.912 4.488 10.553 -0.403
C 7.849 5.067 11.105 -0.386
C 6.803 5.708 10.269 0.406
O 5.833 6.238 10.768 -0.537
C 6.988 5.679 8.797 0.007
C 8.050 5.101 8.243 -0.410
C 9.097 4.458 9.078 0.339
O 10.066 3.930 8.579 -0.536
H 9.689 4.014 11.139 0.408
H 7.691 5.101 12.176 0.412
H 6.212 6.149 8.209 0.253
H 8.204 5.068 7.172 0.449
```

Properties
SMILES: O=C1C=CC(=O)C(I)=C1.O=C1C=CC(=O)C=C1.O=C1C=CC(=O)C=C1.O=C1C=CC(=O)C=C1.O=C1C=CC(=O)C=C1.O=C1C=CC(=O)C=C1.O=C1C=CC(=O)C=C1.O=C1C=CC(=O)C=C1
Electronic energy, Eh: -3348.96066
Net charge: 0
Lowest unoccupied orbital energy, eV: -1.769

net charge of number 2 (C48H28Cl4CrN6S)?
0